Formula: C3H2BrNOS
Source: the Open Molecules 2025 dataset
Level of theory: ωB97M-V/def2-TZVPD

```
9
Properties=species:S:1:pos:R:3:forces:R:3
C 0.296 -0.805 -0.164 0.4 1.5 -0.6
C 0.776 0.427 -0.288 -0.4 1.3 1.3
C 1.535 -2.588 -1.487 -0.3 0.4 0.3
N 0.965 -1.754 -0.887 -0.1 -1.6 -0.1
O 2.536 2.172 -0.723 0.2 1.4 -0.6
S 2.376 0.786 -1.094 -1.1 -0.2 0.7
Br 3.515 -0.231 0.501 0.7 -0.7 0.4
H -0.561 -1.004 0.456 -0.1 -0.6 -0.1
H 0.368 1.342 0.283 0.7 -1.6 -1.1
```
Positions in Å, forces in eV/Å.

Energy relative to the best compared isomer or geometry (same formula, charge and spin) ... 2.263 eV
E_tot ... -3217.6078 Ha
E_HOMO ... -0.37851 hartree
LUMO energy ... -0.93 eV

Mulliken charges in e:
1 C 0.001
2 C -0.334
3 C -0.095
4 N -0.083
5 O -0.491
6 S 0.396
7 Br -0.095
8 H 0.373
9 H 0.328

Formula: C2H11O6Zn
Source: the Open Molecules 2025 dataset
Level of theory: ωB97M-V/def2-TZVPD

```
20
Properties=species:S:1:pos:R:3:forces:R:3
Zn 0.272 0.478 -0.254 0.3 -0.5 0.6
C -1.286 -2.370 1.866 -0.2 -0.9 0.1
C -0.521 -1.404 1.022 -0.7 0.6 0.5
O 0.296 -0.612 1.564 -0.1 0.2 -0.5
O -0.812 -1.274 -0.219 0.2 0.1 -0.1
H -2.299 -2.537 1.499 0.1 0.2 -0.3
H -1.363 -2.065 2.906 0.3 0.2 0.0
H -0.812 -3.356 1.849 0.1 0.1 0.0
O 2.146 -0.446 -0.694 0.5 0.0 -0.3
H 3.037 -0.115 -0.528 -0.1 -0.1 0.2
H 2.243 -1.194 -1.296 -0.1 0.0 0.1
O 0.184 0.888 -2.323 -0.4 -0.1 -0.5
H 0.670 1.334 -3.027 0.1 0.0 0.1
H -0.424 0.279 -2.767 0.0 0.1 0.1
O -1.610 1.417 0.012 -0.3 0.2 -0.1
H -1.916 2.331 -0.009 0.1 0.0 0.0
H -2.363 0.865 -0.240 0.1 -0.1 0.1
O 1.393 2.227 0.209 0.0 0.2 -0.1
H 2.019 2.634 -0.403 0.0 0.0 0.0
H 1.147 2.919 0.836 0.0 -0.2 0.1
```
Positions in Å, forces in eV/Å.

Net charge ... +1
Energy relative to the best compared isomer or geometry (same formula, charge and spin) ... 0.183 eV
E_tot ... -2313.4343 Ha
E_HOMO ... -0.48436 hartree
LUMO energy ... -3.65 eV

Mulliken charges in e:
1 Zn 0.747
2 C -1.076
3 C 1.144
4 O -0.670
5 O -0.758
6 H 0.320
7 H 0.329
8 H 0.282
9 O -0.399
10 H 0.284
11 H 0.300
12 O -0.429
13 H 0.292
14 H 0.306
15 O -0.433
16 H 0.294
17 H 0.325
18 O -0.473
19 H 0.317
20 H 0.297

Formula: C36H34Cl2O7P2S3Sr
Source: the Open Molecules 2025 dataset
Level of theory: ωB97M-V/def2-TZVPD

```
85
Properties=species:S:1:pos:R:3:forces:R:3
Sr -1.635 0.277 0.324 1.4 0.7 -1.4
S -0.032 -2.377 -0.147 0.4 0.3 0.1
P 1.195 -0.962 -0.957 -0.2 -0.8 -0.5
C 0.528 0.561 -1.107 1.2 0.1 0.4
P 1.236 1.957 -0.501 -0.3 0.5 -0.3
S -0.096 3.312 0.188 0.1 -0.3 -0.2
C 2.261 2.804 -1.804 0.0 -0.1 0.1
C 2.568 4.164 -1.768 0.0 0.0 0.0
C 3.326 4.748 -2.776 0.0 -0.1 0.0
C 3.785 3.979 -3.844 -0.1 0.0 0.1
C 3.480 2.626 -3.893 -0.1 0.0 0.1
C 2.721 2.049 -2.876 0.1 0.0 -0.1
C 2.452 1.827 0.891 -0.1 -0.1 0.2
C 3.817 2.052 0.782 0.1 0.0 0.1
C 4.642 1.995 1.908 -0.1 0.0 -0.1
C 4.107 1.710 3.155 0.0 0.0 -0.1
C 2.740 1.471 3.275 0.1 0.0 -0.1
C 1.927 1.528 2.155 0.0 0.0 0.0
C 1.557 -1.671 -2.649 -0.2 0.0 0.0
C 2.271 -2.853 -2.855 0.0 0.0 0.0
C 2.427 -3.377 -4.131 -0.1 0.1 0.0
C 1.856 -2.733 -5.229 0.0 0.0 0.1
C 1.130 -1.568 -5.035 0.0 0.0 0.2
C 0.985 -1.044 -3.750 0.0 0.0 -0.1
C 2.871 -1.161 -0.196 0.0 0.0 -0.1
C 3.033 -1.569 1.123 0.1 0.0 0.1
C 4.305 -1.705 1.672 -0.1 0.0 -0.1
C 5.433 -1.451 0.900 -0.1 0.0 0.0
C 5.283 -1.040 -0.418 -0.1 0.0 0.0
C 4.010 -0.887 -0.952 0.1 0.0 0.0
H 2.189 4.759 -0.944 0.0 0.0 0.0
H 3.550 5.809 -2.735 0.0 0.0 0.0
H 4.365 4.436 -4.637 0.0 0.0 0.0
H 3.818 2.016 -4.724 0.0 0.0 0.0
H 2.456 1.000 -2.920 0.0 0.0 0.0
H 4.253 2.273 -0.185 0.0 0.0 0.0
H 5.708 2.168 1.800 0.0 0.0 0.0
H 4.750 1.665 4.028 0.0 0.0 0.0
H 2.303 1.242 4.240 0.0 0.0 0.0
H 0.863 1.359 2.267 0.0 0.0 0.0
H 2.701 -3.370 -2.004 0.0 0.0 0.0
H 2.988 -4.294 -4.273 0.0 0.0 0.0
H 1.972 -3.145 -6.225 0.0 0.0 0.0
H 0.671 -1.065 -5.878 0.0 0.0 0.0
H 0.415 -0.135 -3.575 0.0 0.0 0.0
H 2.151 -1.787 1.714 0.0 0.0 0.0
H 4.414 -2.009 2.707 0.0 0.0 0.0
H 6.424 -1.565 1.326 0.0 0.0 0.0
H 6.154 -0.825 -1.027 0.0 0.0 0.0
H 3.901 -0.554 -1.978 0.0 0.0 0.0
O -2.576 1.840 2.230 0.1 -0.5 1.0
Cl -2.212 0.846 3.251 0.2 -0.1 -0.2
O -3.354 0.055 3.629 0.5 0.4 0.0
O -1.612 1.480 4.394 -0.2 -0.2 -0.4
O -1.202 -0.044 2.596 -0.6 0.4 1.6
C -3.404 4.090 -1.011 -0.1 0.1 0.1
S -4.188 3.064 -2.267 0.0 -0.1 0.1
C -5.463 2.268 -1.267 -0.1 0.0 0.0
H -4.002 4.973 -0.776 0.0 0.0 0.0
H -2.427 4.388 -1.385 0.0 0.0 0.0
H -3.233 3.519 -0.100 0.0 0.0 0.0
H -5.035 1.828 -0.365 0.0 0.0 -0.1
H -5.881 1.459 -1.869 0.0 0.0 0.0
H -6.266 2.957 -0.998 0.1 0.0 0.0
C -6.207 -2.241 3.779 0.1 0.0 0.0
C -4.869 -2.797 3.373 -0.1 0.0 0.1
C -3.978 -3.298 4.303 0.1 0.0 0.1
C -2.710 -3.716 3.918 0.0 0.0 0.2
Cl -1.610 -4.349 5.143 -0.2 0.1 -0.2
C -2.305 -3.621 2.608 0.0 0.0 -0.2
C -3.200 -3.140 1.650 0.1 0.0 0.2
C -4.476 -2.748 2.032 0.0 0.2 -0.2
O -5.422 -2.263 1.171 0.1 -0.1 -0.1
C -5.016 -2.016 -0.169 0.0 -0.2 0.1
C -3.924 -0.961 -0.292 -0.1 0.5 0.2
O -3.923 -0.044 0.586 -1.1 -0.7 -0.6
O -3.091 -1.062 -1.223 -0.7 -0.1 0.2
H -6.384 -2.413 4.842 0.0 0.0 0.0
H -7.021 -2.688 3.206 0.0 0.0 0.0
H -6.238 -1.165 3.590 0.1 0.0 0.0
H -4.260 -3.331 5.349 0.0 0.0 0.0
H -1.297 -3.884 2.314 0.0 0.0 0.0
H -2.850 -3.046 0.630 0.0 0.0 0.0
H -5.907 -1.646 -0.675 0.0 0.0 0.0
H -4.684 -2.933 -0.659 0.0 -0.1 0.0
```
Positions in Å, forces in eV/Å.

Net charge ... -2
Energy relative to the best compared isomer or geometry (same formula, charge and spin) ... 0.863 eV
E_tot ... -4747.2885 Ha
E_HOMO ... -0.07706 hartree
LUMO energy ... 4.28 eV

Mulliken charges in e:
1 Sr 1.157
2 S -0.697
3 P 2.601
4 C -0.996
5 P 1.475
6 S -0.644
7 C -0.534
8 C -0.334
9 C -0.696
10 C -0.399
11 C -0.887
12 C 0.184
13 C 0.229
14 C -0.222
15 C -0.661
16 C -0.478
17 C -0.653
18 C -0.461
19 C -0.399
20 C -0.362
21 C -0.668
22 C -0.365
23 C -0.776
24 C -0.398
25 C -0.134
26 C -0.451
27 C -0.623
28 C -0.481
29 C -0.709
30 C -0.159
31 H 0.350
32 H 0.373
33 H 0.348
34 H 0.429
35 H 0.263
36 H 0.330
37 H 0.375
38 H 0.340
39 H 0.452
40 H 0.327
41 H 0.419
42 H 0.373
43 H 0.360
44 H 0.388
45 H 0.392
46 H 0.400
47 H 0.406
48 H 0.339
49 H 0.380
50 H 0.300
51 O -0.701
52 Cl 1.701
53 O -0.575
54 O -0.725
55 O -0.745
56 C -0.374
57 S -0.141
58 C -0.499
59 H 0.388
60 H 0.215
61 H -0.124
62 H -0.112
63 H 0.253
64 H 0.404
65 C -1.478
66 C 0.871
67 C -0.785
68 C 0.242
69 Cl -0.314
70 C -0.785
71 C -0.637
72 C 1.025
73 O -0.425
74 C -0.786
75 C 1.138
76 O -0.817
77 O -0.781
78 H 0.424
79 H 0.312
80 H 0.272
81 H 0.297
82 H 0.370
83 H 0.417
84 H 0.331
85 H 0.338

Formula: C12H15Cl3N3O2
Source: the Open Molecules 2025 dataset
Level of theory: ωB97M-V/def2-TZVPD

```
35
Properties=species:S:1:pos:R:3:forces:R:3
C -0.729 -2.240 1.030 0.3 0.3 -0.1
C 0.709 -1.781 1.329 -0.4 0.4 0.1
C 1.236 -0.785 0.296 0.2 0.0 0.7
Cl 0.612 0.857 0.662 0.1 0.0 -0.2
C 2.729 -0.652 0.351 -0.2 0.2 -0.4
N 3.624 -1.424 0.931 -0.1 0.1 0.0
N 4.897 -0.977 0.762 -0.3 -0.1 0.1
C 4.753 0.111 0.066 0.4 -0.4 0.1
C 5.891 0.973 -0.332 0.4 0.2 0.0
O 5.650 1.373 -1.661 -0.3 0.3 0.0
O 6.726 2.198 -2.080 0.3 -0.3 0.0
N 3.435 0.332 -0.209 0.3 0.2 -0.1
H -0.751 -3.298 0.802 -0.2 -0.1 0.0
H -1.378 -2.027 1.872 -0.1 -0.2 0.1
H -1.142 -1.678 0.192 0.0 -0.1 -0.1
H 0.719 -1.244 2.276 0.2 -0.1 0.2
H 1.381 -2.631 1.419 0.0 -0.2 -0.1
H 0.903 -1.029 -0.708 0.1 0.0 -0.2
H 3.425 -2.260 1.457 0.2 -0.1 0.1
H 5.949 1.835 0.344 -0.1 0.1 0.0
H 6.821 0.416 -0.233 0.0 -0.1 0.0
H 6.621 3.023 -1.581 -0.3 0.1 0.0
H 3.071 1.106 -0.748 -0.2 0.0 0.0
Cl -3.658 -0.856 -2.335 0.0 0.0 0.0
C -4.678 0.097 -1.310 0.0 -0.1 -0.1
C -4.153 0.828 -0.255 0.0 0.0 0.0
Cl -2.447 0.823 0.067 -0.2 0.1 0.0
C -4.989 1.575 0.560 -0.1 0.0 0.0
C -6.351 1.595 0.316 0.0 0.0 -0.1
C -6.877 0.868 -0.743 0.0 0.0 0.1
C -6.042 0.119 -1.554 -0.1 0.0 0.0
H -4.571 2.140 1.381 0.1 0.0 0.0
H -7.001 2.179 0.953 0.0 0.0 0.0
H -7.940 0.883 -0.938 0.0 0.0 0.0
H -6.446 -0.450 -2.379 0.0 0.0 0.0
```
Positions in Å, forces in eV/Å.

Net charge ... +1
E_tot ... -2161.2589 Ha
E_HOMO ... -0.41364 hartree
LUMO energy ... -3.47 eV

Mulliken charges in e:
1 C -0.914
2 C -0.531
3 C 0.501
4 Cl -0.155
5 C -0.187
6 N 0.400
7 N -0.852
8 C 0.380
9 C -0.302
10 O -0.225
11 O -0.376
12 N -0.048
13 H 0.344
14 H 0.275
15 H 0.132
16 H 0.376
17 H 0.218
18 H 0.472
19 H 0.225
20 H 0.329
21 H 0.329
22 H 0.348
23 H 0.265
24 Cl -0.208
25 C 0.317
26 C 0.275
27 Cl -0.091
28 C -0.417
29 C -0.500
30 C -0.531
31 C -0.389
32 H 0.389
33 H 0.372
34 H 0.373
35 H 0.407

- Among the records above, which one has the lowest E_tot?
  C36H34Cl2O7P2S3Sr

- Which of these has the highest E_HOMO?
  C36H34Cl2O7P2S3Sr